1.
20
Properties=species:S:1:pos:R:3 method="wB97M-V/def2-TZVPD" spin_multiplicity=4 lumo_ev="-12.065 / -10.571" homo_lumo_gap_ha="0.2187 / 0.2742" s_squared=4.128 charge=+2 homo_ev="-18.0 / -18.0"
O -0.01 -0.83 -3.28
C -1.16 -0.08 -3.04
C -1.44 1.02 -3.75
H -1.80 -0.51 -2.28
H -2.37 1.55 -3.54
H -0.77 1.40 -4.52
O -0.39 -0.76 2.11
C 0.05 -0.22 1.00
O -0.85 0.21 0.21
Cr 0.92 0.65 -0.57
O 1.67 0.34 -2.32
C 1.17 -0.26 -3.27
H 1.66 -0.32 -4.25
C 0.54 -0.89 3.21
H 0.40 -1.90 3.60
H 1.56 -0.80 2.81
C 0.25 0.16 4.27
H 0.42 1.17 3.87
H -0.78 0.08 4.63
H 0.93 0.00 5.12

=====

2.
48
Properties=species:S:1:pos:R:3 method="wB97M-V/def2-TZVPD" lumo_ev=0.713 homo_lumo_gap_ha=0.3184 homo_ev=-8.0 smiles="Cc1cccc(NC(=O)C2CCN(c3nc(C)cc(C)n3)CC2)c1"
C -2.79 -3.33 -2.60
C -2.38 -1.93 -2.24
C -3.33 -0.94 -2.07
C -2.94 0.34 -1.71
C -1.61 0.66 -1.52
C -0.65 -0.33 -1.69
N 0.72 -0.11 -1.51
C 1.35 1.03 -1.13
O 0.79 2.10 -1.01
C 2.87 0.91 -0.96
C 3.40 -0.47 -0.57
C 2.75 -0.94 0.74
N 2.24 0.19 1.48
C 0.91 0.36 1.66
N 0.50 1.54 2.13
C -0.80 1.71 2.30
C -1.25 3.05 2.76
C -1.70 0.68 2.03
C -1.18 -0.53 1.60
C -2.05 -1.72 1.35
N 0.12 -0.69 1.41
C 3.14 1.32 1.51
C 3.32 1.93 0.11
C -1.04 -1.62 -2.05
H -1.97 -3.87 -3.08
H -3.64 -3.32 -3.27
H -3.07 -3.88 -1.70
H -4.38 -1.17 -2.22
H -3.69 1.11 -1.58
H -1.32 1.65 -1.24
H 1.28 -0.94 -1.61
H 3.30 1.21 -1.93
H 3.26 -1.21 -1.37
H 4.48 -0.37 -0.43
H 3.49 -1.47 1.36
H 1.91 -1.61 0.57
H -0.44 3.55 3.29
H -1.50 3.66 1.89
H -2.12 2.97 3.40
H -2.76 0.81 2.17
H -2.83 -1.46 0.62
H -2.54 -2.02 2.27
H -1.46 -2.54 0.97
H 4.10 0.96 1.90
H 2.73 2.06 2.20
H 2.70 2.82 0.00
H 4.36 2.21 -0.05
H -0.29 -2.39 -2.17

=====

3.
29
Properties=species:S:1:pos:R:3 method="wB97M-V/def2-TZVPD" lumo_ev=0.908 homo_lumo_gap_ha=0.3176 homo_ev=-7.7
C -1.65 -1.64 -0.28
C -1.44 1.60 1.41
C -1.75 1.10 -1.07
C -1.42 0.58 0.31
N -1.61 -0.67 0.66
H -0.31 -1.49 -0.70
H -1.75 -2.65 0.10
H -2.16 -1.47 -1.23
H -2.44 2.06 1.47
H -1.22 1.14 2.37
H -1.45 2.14 -1.18
H -2.83 1.04 -1.23
H -1.28 0.52 -1.87
H -0.74 2.41 1.22
C 1.41 0.13 1.42
C 1.36 1.44 -0.76
C 1.67 -2.30 -0.23
C 1.04 0.16 -0.04
C 0.99 -1.05 -0.77
H 1.12 -0.92 -1.84
H 0.80 -0.58 1.97
H 2.46 -0.16 1.54
H 1.03 1.42 -1.81
H 2.44 1.61 -0.76
H 0.91 2.31 -0.28
H 1.29 1.11 1.88
H 1.28 -2.56 0.76
H 1.49 -3.15 -0.89
H 2.75 -2.15 -0.14

=====

4.
11
Properties=species:S:1:pos:R:3 method="wB97M-V/def2-TZVPD" lumo_ev=0.706 homo_lumo_gap_ha=0.3386 homo_ev=-8.5 smiles=Nc1ncc(S)o1
N -2.11 -0.84 -0.24
C -0.96 -0.12 -0.16
N -0.80 1.17 -0.14
C 0.56 1.32 -0.10
C 1.17 0.12 -0.13
S 2.85 -0.36 -0.23
O 0.18 -0.82 -0.15
H -2.90 -0.29 0.08
H -2.01 -1.78 0.16
H 0.93 2.33 -0.14
H 3.09 -0.74 1.04

=====

5.
15
Properties=species:S:1:pos:R:3 method="wB97M-V/def2-TZVPD" lumo_ev=3.825 homo_lumo_gap_ha=0.2360 charge=-1 homo_ev=-2.6 smiles="C[C@H](C=O)NC[O-]"
C -0.44 1.29 -1.38
C 0.22 0.11 -0.70
C -0.57 -1.17 -0.76
O -1.74 -1.23 -1.04
N 0.37 0.37 0.75
C 0.72 -0.57 1.92
O 0.14 -0.16 3.00
H 0.16 2.18 -1.17
H -0.60 1.07 -2.43
H -1.43 1.48 -0.96
H 1.23 0.05 -1.11
H 0.07 -2.07 -0.67
H -0.40 0.92 1.09
H 1.84 -0.65 1.88
H 0.43 -1.63 1.58

=====

6.
57
Properties=species:S:1:pos:R:3 method="wB97M-V/def2-TZVPD" lumo_ev=-4.130 homo_lumo_gap_ha=0.1820 charge=+1 homo_ev=-9.1
Mg 0.27 0.02 0.08
C -3.25 -2.28 1.78
C -2.48 -1.46 0.96
N -1.31 -0.90 1.33
C -0.85 -1.21 2.61
C -1.58 -2.05 3.51
C -2.78 -2.63 3.08
C -0.97 -2.42 4.78
C 0.23 -1.86 5.12
C 0.90 -0.95 4.25
C 0.34 -0.53 3.04
N 0.89 0.35 2.11
C 1.11 1.68 2.36
C 1.21 2.32 3.58
C 1.21 3.72 3.68
C 1.07 4.54 2.54
C 1.04 3.93 1.26
C 1.03 4.67 0.05
C 1.31 3.97 -1.14
C 1.47 2.61 -1.14
N 1.24 1.85 -0.03
C 1.15 2.52 1.18
H -4.07 -2.80 1.32
H -2.85 -1.39 -0.09
H -3.31 -3.40 3.64
H -1.45 -3.11 5.42
H 0.67 -2.10 6.07
H 1.91 -0.56 4.57
H 1.15 1.72 4.50
H 1.29 4.19 4.67
H 1.12 5.63 2.63
H 0.91 5.77 0.13
H 1.48 4.46 -2.08
H 1.81 2.05 -2.03
Se -0.54 -2.83 -7.04
N -1.46 -1.62 -5.99
C -0.75 -1.34 -4.94
C -1.33 -0.56 -3.88
C -2.50 0.18 -4.01
C -2.89 0.98 -2.87
C -2.09 0.99 -1.74
N -0.93 0.26 -1.64
C -0.47 -0.39 -2.72
C 0.73 -1.19 -2.52
N 1.34 -1.19 -1.26
C 2.48 -1.88 -1.08
C 3.03 -2.73 -1.99
C 2.39 -2.79 -3.25
C 1.27 -2.03 -3.55
C 0.59 -2.11 -4.83
N 0.89 -2.81 -5.85
H -3.18 0.13 -4.88
H -3.73 1.65 -2.95
H -2.50 1.40 -0.79
H 2.98 -1.79 -0.07
H 4.01 -3.23 -1.84
H 2.74 -3.47 -4.04

=====

7.
12
Properties=species:S:1:pos:R:3 method="wB97M-V/def2-TZVPD" lumo_ev=0.914 homo_lumo_gap_ha=0.3848 homo_ev=-9.6 smiles="CC#CCC=O"
C -2.17 -0.87 0.92
C -0.99 -0.51 0.13
C 0.02 -0.25 -0.47
C 1.33 0.12 -1.02
C 1.86 1.29 -0.20
O 2.81 1.22 0.54
H -2.23 -1.96 1.04
H -3.10 -0.52 0.46
H -2.10 -0.42 1.92
H 1.27 0.40 -2.08
H 2.03 -0.72 -0.92
H 1.28 2.23 -0.32

=====

8.
9
Properties=species:S:1:pos:R:3 method="wB97M-V/def2-TZVPD" lumo_ev=-0.552 homo_lumo_gap_ha=0.3061 homo_ev=-8.9 smiles="C1=NCP=C1"
C 0.31 -0.16 0.98
N -0.08 0.99 0.52
C -0.40 0.98 -0.84
P -0.55 -1.17 -1.29
C 0.22 -1.33 0.19
H 0.72 -0.28 1.92
H 0.50 1.23 -1.30
H -1.29 1.96 -0.90
H 0.58 -2.21 0.73

=====

9.
26
Properties=species:S:1:pos:R:3 method="wB97M-V/def2-TZVPD" lumo_ev=0.892 homo_lumo_gap_ha=0.3632 homo_ev=-9.0 smiles=CN1CCC[C@@H]1c1cncc(F)c1
C -1.69 0.46 2.02
N -0.34 -0.04 1.91
C 0.09 -0.76 3.10
C 1.37 -1.47 2.67
C 1.24 -1.59 1.13
C -0.13 -0.97 0.81
C -0.19 -0.30 -0.55
C -0.74 -0.94 -1.64
N -0.78 -0.42 -2.87
C -0.26 0.79 -3.04
C 0.29 1.50 -2.00
F 0.79 2.74 -2.24
C 0.34 0.99 -0.72
H -2.40 -0.35 2.15
H -1.78 1.18 2.88
H -1.97 1.02 1.09
H -0.69 -1.50 3.37
H 0.26 -0.07 3.94
H 2.24 -0.89 2.94
H 1.44 -2.46 3.15
H 2.01 -1.00 0.63
H 1.30 -2.61 0.76
H -0.90 -1.75 0.84
H -1.19 -1.94 -1.53
H -0.29 1.23 -4.04
H 0.77 1.52 0.10

=====

10.
17
Properties=species:S:1:pos:R:3 method="wB97M-V/def2-TZVPD" lumo_ev="0.926 / 1.050" homo_lumo_gap_ha="0.2727 / 0.2732" homo_ev="-6.5 / -6.4"
C 0.42 1.96 0.73
C 0.12 -0.75 -0.26
C -0.31 2.20 1.97
C 1.15 -0.63 -1.33
C -1.39 -2.62 -0.56
N 1.15 2.38 -0.16
N -0.88 -1.40 -0.02
H 0.05 3.19 2.35
H 0.09 1.38 2.69
H -1.34 2.01 1.94
H 1.13 -1.63 -1.92
H 2.18 -0.55 -0.85
H 0.96 0.28 -2.00
H -2.37 -2.70 -0.90
H -1.19 -3.44 0.23
H -0.88 -2.94 -1.38
H 1.12 3.27 -0.51

=====

11.
21
Properties=species:S:1:pos:R:3 method="wB97M-V/def2-TZVPD" spin_multiplicity=2 lumo_ev="0.530 / 0.261" homo_lumo_gap_ha="0.1300 / 0.3963" s_squared=0.750 homo_ev="-3.0 / -10.5"
N -1.47 -0.78 0.39
C -0.03 -0.53 0.34
C 0.69 -1.59 -0.45
N 2.01 -1.42 -0.63
C 2.65 -0.11 -0.49
O 0.07 -2.56 -0.85
H -1.96 -0.01 -0.13
H -1.82 -0.77 1.37
H -1.74 -1.70 0.04
H 0.16 0.50 0.02
H 0.39 -0.38 1.34
H 2.45 -2.08 -1.25
H 2.19 0.64 -1.11
H 3.68 -0.19 -0.88
H 2.74 0.17 0.54
H -1.49 2.24 1.16
H -0.71 2.20 2.55
O -1.06 1.67 1.82
H -1.61 1.72 -1.71
H -3.04 1.50 -1.19
O -2.10 1.48 -0.88

=====

12.
50
Properties=species:S:1:pos:R:3 method="wB97M-V/def2-TZVPD" lumo_ev=0.774 homo_lumo_gap_ha=0.3524 homo_ev=-8.8 smiles="CC(C)C[C@@H](CC#N)N1CCN(Cc2ccccc2)CCC1=O"
C 1.64 0.14 -5.21
C 0.26 -0.45 -4.92
C 0.32 -1.98 -4.90
C -0.35 0.10 -3.63
C 0.50 -0.14 -2.37
C 1.20 1.14 -1.87
C 0.30 2.23 -1.62
N -0.41 3.11 -1.42
N -0.25 -0.79 -1.31
C -1.45 -0.16 -0.79
C -1.30 0.35 0.65
N -1.56 -0.70 1.61
C -1.86 -0.18 2.94
C -0.70 0.53 3.60
C -0.48 1.88 3.38
C 0.62 2.52 3.92
C 1.52 1.81 4.71
C 1.30 0.47 4.95
C 0.20 -0.17 4.40
C -0.54 -1.73 1.62
C -0.56 -2.57 0.33
C 0.24 -1.94 -0.79
O 1.27 -2.45 -1.21
H 2.37 -0.19 -4.49
H 1.98 -0.17 -6.20
H 1.59 1.23 -5.20
H -0.41 -0.15 -5.74
H -0.68 -2.40 -4.79
H 0.94 -2.34 -4.09
H 0.74 -2.35 -5.84
H -1.32 -0.38 -3.49
H -0.54 1.17 -3.75
H 1.30 -0.86 -2.60
H 1.75 0.92 -0.96
H 1.91 1.47 -2.63
H -1.68 0.69 -1.44
H -2.29 -0.85 -0.83
H -2.04 1.13 0.80
H -0.30 0.80 0.78
H -2.17 -1.03 3.56
H -2.71 0.50 2.85
H -1.17 2.45 2.77
H 0.78 3.57 3.74
H 2.37 2.31 5.13
H 1.99 -0.09 5.57
H 0.04 -1.22 4.60
H -0.76 -2.39 2.45
H 0.47 -1.31 1.77
H -1.59 -2.74 0.03
H -0.09 -3.53 0.54

=====

13.
145
Properties=species:S:1:pos:R:3 method="wB97M-V/def2-TZVPD" lumo_ev=2.799 homo_lumo_gap_ha=0.1522 charge=-2 homo_ev=-1.3
Sr 0.20 -1.28 -0.38
O 3.90 -3.91 2.13
C 2.86 -3.24 1.58
O 2.24 -2.43 2.21
C 2.63 -3.57 0.10
C 3.86 -4.17 -0.54
C 4.46 -3.56 -1.58
C 3.91 -2.39 -2.18
C 2.75 -1.87 -1.59
N 2.19 -2.32 -0.50
C 2.01 -0.78 -2.28
O 2.18 -0.76 -3.62
O 1.28 0.04 -1.78
H 3.95 -3.65 3.06
H 4.22 -5.10 -0.14
H 5.35 -4.00 -2.03
H 4.42 -1.89 -2.99
H 2.67 -1.56 -3.86
C 2.40 5.92 3.46
C 3.63 5.02 3.63
C 3.73 4.59 5.10
C 4.87 5.86 3.30
C 3.49 3.78 2.74
C 2.41 2.93 2.91
C 2.27 1.78 2.15
Se 0.78 0.59 2.46
C -0.69 1.74 1.95
C -1.04 2.87 2.66
C -2.07 3.69 2.21
C -2.65 3.36 0.99
C -2.34 2.23 0.25
C -1.40 1.30 0.79
O -1.16 0.12 0.34
C -3.05 2.05 -1.10
C -2.55 0.85 -1.93
C -2.82 3.30 -1.96
C -4.56 1.85 -0.87
C -2.57 4.91 2.98
C -4.08 4.79 3.22
C -2.29 6.20 2.18
C -1.89 5.05 4.35
C 3.24 1.37 1.18
O 3.12 0.28 0.55
C 4.35 2.28 1.00
C 4.44 3.43 1.78
C 5.44 1.93 -0.01
C 6.10 0.61 0.41
C 6.53 3.00 -0.13
C 4.81 1.76 -1.40
H 2.47 6.80 4.11
H 1.48 5.38 3.71
H 2.32 6.26 2.42
H 3.82 5.46 5.76
H 4.61 3.95 5.25
H 2.85 4.02 5.40
H 4.91 6.73 3.96
H 4.84 6.20 2.27
H 5.78 5.28 3.45
H 1.65 3.15 3.66
H -0.50 3.10 3.57
H -3.40 4.04 0.58
H -1.47 0.90 -2.07
H -3.03 0.87 -2.92
H -2.79 -0.09 -1.45
H -1.75 3.48 -2.08
H -3.27 4.20 -1.52
H -3.26 3.16 -2.96
H -4.72 0.96 -0.26
H -5.08 1.72 -1.82
H -5.00 2.70 -0.34
H -4.63 4.79 2.27
H -4.45 5.61 3.83
H -4.30 3.85 3.72
H -2.74 6.15 1.19
H -1.21 6.33 2.06
H -2.69 7.07 2.71
H -2.05 4.15 4.95
H -2.32 5.90 4.89
H -0.82 5.22 4.24
H 5.28 4.08 1.63
H 6.58 0.72 1.38
H 6.85 0.29 -0.32
H 5.33 -0.16 0.48
H 7.07 3.13 0.81
H 6.11 3.96 -0.43
H 7.25 2.70 -0.89
H 4.06 0.97 -1.36
H 5.57 1.50 -2.14
H 4.32 2.69 -1.72
N -0.55 -3.23 3.10
C 0.32 -4.27 3.38
C 0.71 -4.54 4.69
C 1.52 -5.61 4.99
C 2.00 -6.44 3.99
C 1.64 -6.17 2.67
C 0.80 -5.11 2.35
C 0.40 -4.91 0.93
C -0.83 -5.29 0.57
C -1.35 -5.17 -0.82
C -0.27 -4.97 -1.89
C 1.10 -4.73 -1.40
C 1.38 -4.48 -0.11
H -0.43 -2.41 3.67
H -0.60 -3.00 2.12
H 0.34 -3.88 5.48
H 1.78 -5.81 6.03
H 2.65 -7.27 4.22
H 2.01 -6.79 1.86
H -1.51 -5.68 1.33
H -2.04 -5.99 -1.05
H -0.31 -5.67 -2.73
H 1.85 -4.51 -2.15
C -3.97 0.76 -8.15
O -4.44 0.79 -6.82
C -4.74 -0.42 -6.25
C -5.08 -1.56 -6.98
C -5.38 -2.74 -6.31
C -5.27 -2.83 -4.92
C -4.92 -1.67 -4.21
C -4.68 -0.48 -4.87
N -5.68 -3.99 -4.25
N -5.11 -4.38 -3.21
C -3.81 -4.06 -2.89
C -2.80 -3.91 -3.93
C -1.51 -3.68 -3.66
C -0.93 -3.53 -2.28
O -0.19 -2.44 -2.18
C -2.04 -3.77 -1.12
N -1.83 -2.85 -0.03
C -2.81 -2.58 0.75
C -4.15 -3.09 0.59
C -4.47 -3.68 -0.59
C -3.46 -3.89 -1.56
H -3.56 1.75 -8.34
H -4.77 0.57 -8.87
H -3.18 0.02 -8.28
H -5.14 -1.53 -8.06
H -5.65 -3.62 -6.87
H -4.86 -1.71 -3.13
H -4.44 0.42 -4.31
H -3.15 -3.98 -4.95
H -0.80 -3.49 -4.45
H -2.60 -1.91 1.57
H -4.89 -2.91 1.36
H -5.49 -3.93 -0.85

=====

14.
14
Properties=species:S:1:pos:R:3 method="wB97M-V/def2-TZVPD" lumo_ev=0.889 homo_lumo_gap_ha=0.3679 homo_ev=-9.1 smiles="CNCC(N)=O"
C -0.27 1.25 -1.31
N -0.71 0.70 -0.04
C 0.37 0.32 0.87
C 0.53 -1.18 1.03
N -0.24 -1.97 0.25
O 1.34 -1.63 1.82
H 0.14 0.47 -1.95
H 0.52 2.00 -1.21
H -1.10 1.73 -1.82
H -1.34 1.34 0.41
H 0.27 0.75 1.85
H 1.33 0.64 0.45
H -0.87 -1.51 -0.39
H 0.04 -2.92 0.04

=====

Record order is preserved below.
Calculated total energy: -1578.65244, -1032.74012, -408.97070, -699.65136, -362.40976, -4138.77074, -269.28463, -512.71034, -598.21902, -305.80902, -457.23280, -979.71667, -5748.73116, -303.86877 a.u.
Record order is preserved below.
ΔE to the lowest compared entry with this formula, charge and spin: 29.47, 0.00, 53.45, 13.03, 71.83, 21.82, 38.66, 41.14, 0.00, 134.81, 0.00, 23.49, 92.23, 14.66 kcal per mole
Record order is preserved below.
Molecular weight: 197.13, 324.43, 141.26, 116.14, 102.11, 579.79, 82.10, 85.05, 180.23, 98.15, 125.15, 313.44, 1188.84, 88.11 g mol⁻¹